This record from the OMol25 dataset describes one molecule with the formula C19H35N3O3. The level of theory is wB97M-V/def2-TZVPD.

Element x y z (Å)
1 O 2.5957 -4.1714 -3.1760
2 O -4.6440 -0.1542 2.6039
3 O 3.5514 -2.3202 -4.0615
4 N 2.8810 -2.3133 -1.9169
5 N -0.0536 0.1374 -0.0615
6 N -2.1267 1.8393 1.0224
7 C -0.4224 0.0399 1.3391
8 C -1.8646 0.5269 1.5748
9 C 3.7770 -3.0379 -5.2721
10 C 2.1660 -2.8548 -0.7839
11 C -1.3111 2.9952 4.2193
12 C 1.2041 -0.5651 -0.3267
13 C -2.1117 2.9949 1.8940
14 C -3.2996 2.9741 2.8839
15 C -4.3010 -0.1244 1.2355
16 C 3.2119 -0.9153 -1.7903
17 C 5.0438 -3.8787 -5.2010
18 C -0.1362 1.5295 -0.4616
19 C 1.9516 -0.0738 -1.5690
20 C -0.8544 3.2222 2.7805
21 C -1.5927 1.9898 -0.3087
22 C 2.9699 -3.0271 -3.0607
23 C -2.7500 3.5004 4.2078
24 C 0.8903 -2.0557 -0.5287
25 C -2.8439 -0.5058 0.9844
26 H 0.3835 -2.4652 0.3440
27 H -0.0316 2.5695 2.4993
28 H 0.5297 2.1752 0.1406
29 H 1.8893 -0.4568 0.5377
30 H 1.9348 -3.8980 -1.0033
31 H -0.3548 -1.0018 1.6571
32 H -3.6625 1.9562 3.0079
33 H 0.2804 0.6197 1.9669
34 H 5.8987 -3.2532 -4.9544
35 H -4.9632 -0.7928 0.6662
36 H 0.1358 1.6302 -1.5115
37 H 2.2544 0.9674 -1.4549
38 H 1.3039 -0.1617 -2.4425
39 H -3.3262 3.1500 5.0629
40 H -4.4808 -1.0423 2.9412
41 H 0.2191 -2.1514 -1.3829
42 H -4.4714 0.9037 0.9121
43 H -2.7541 4.5922 4.2135
44 H -2.6429 -1.4800 1.4386
45 H 3.7316 -0.5905 -2.6903
46 H 4.9323 -4.6443 -4.4373
47 H -1.6763 3.0336 -0.6163
48 H -2.6697 -0.5950 -0.0860
49 H 3.8572 -2.2679 -6.0427
50 H 5.2176 -4.3588 -6.1598
51 H -0.6856 3.5203 4.9413
52 H 2.9123 -3.6788 -5.4729
53 H -4.1293 3.5757 2.5168
54 H -2.0333 0.5733 2.6537
55 H -0.5138 4.2526 2.6645
56 H -2.2015 1.3868 -0.9920
57 H -2.2244 3.8560 1.2282
58 H -1.2932 1.9312 4.4625
59 H 3.8842 -0.7989 -0.9308
60 H 2.8190 -2.8082 0.0959

Computed properties:
Charge = 0
LUMO = 0.789 eV
E_HOMO = -0.28814 Ha
Kohn-Sham gap = 8.63 eV
Energy = -1134.9798 hartree